# 1
Entry from OMol25: an isolated molecule of C4H7F at a distorted geometry (wB97M-V/def2-TZVPD).

```
! wB97M-V def2-TZVPD RIJCOSX def2/J DEFGRID3
* xyz 0 1
H -0.7435 -1.9895 -0.3310
H 1.4694 -1.7187 -0.2535
C 1.4473 -0.6022 0.0140
H 0.1655 2.2390 -0.0431
C -0.5002 1.3417 -0.0941
C -1.0120 -0.9500 -0.0848
H -1.0734 1.5251 0.8139
F -2.2375 -0.5758 0.0684
H 1.7355 -0.5875 1.0587
H -1.4650 1.3871 -0.6202
H 2.1789 0.0661 -0.5134
C 0.0350 -0.1353 -0.0148
*
```

Properties
E   -6977.0843 eV
E_LUMO   1.04 eV
Maximum force   0.093 hartree/bohr
Energy relative to the best compared isomer or geometry (same formula, charge and spin)   106.9 kJ/mol
E_HOMO   -8.77 eV


# 2
Entry from OMol25: an isolated molecule of C4H7F at a distorted geometry (wB97M-V/def2-TZVPD).

```
! wB97M-V def2-TZVPD RIJCOSX def2/J DEFGRID3
* xyz 0 1
H 0.9592 0.4455 1.9826
H 1.1297 1.3089 -0.2488
H 0.4011 -1.2804 1.5776
C -1.4227 -0.2560 -0.7654
H -1.0553 0.2735 1.8916
C -0.0258 -0.1153 1.3326
C 1.0503 0.2055 -0.6203
F 0.8410 0.3238 -2.0581
H -2.4640 -0.2188 -0.5341
H 1.8388 -0.4057 -0.6214
H -1.0555 -0.0622 -1.8303
C -0.1967 -0.2189 -0.1059
*
```

Properties
E   -6975.0083 eV
E_LUMO   0.83 eV
Maximum force   0.137 hartree/bohr
Energy relative to the best compared isomer or geometry (same formula, charge and spin)   307.2 kJ/mol
E_HOMO   -9.19 eV


# 3
Entry from OMol25: an isolated molecule of C4H7F at a distorted geometry (wB97M-V/def2-TZVPD).

```
! wB97M-V def2-TZVPD RIJCOSX def2/J DEFGRID3
* xyz 0 1
H -0.7797 0.9553 1.1928
C -0.7706 -0.0583 0.5978
H 0.8142 -1.5028 -0.0980
C 0.6149 -0.4706 0.4244
H 1.3140 -0.4654 1.2558
H 2.4040 0.0898 -0.6412
F -3.0907 0.4088 -0.1529
C -2.0103 -0.4518 -0.1879
C 1.3792 0.5551 -0.4089
H 0.8008 0.6982 -1.2553
H -2.2043 -1.2672 -0.8634
H 1.5286 1.5088 0.1367
*
```

Properties
E   -6976.4117 eV
E_LUMO   1.02 eV
Maximum force   0.135 hartree/bohr
Energy relative to the best compared isomer or geometry (same formula, charge and spin)   171.8 kJ/mol
E_HOMO   -8.85 eV


# 4
Entry from OMol25: an isolated molecule of C4H7F2I at a distorted geometry (wB97M-V/def2-TZVPD).

```
! wB97M-V def2-TZVPD RIJCOSX def2/J DEFGRID3
* xyz 0 1
H -2.5691 -1.7475 1.3192
H 0.7743 -0.8411 -0.4850
C -1.4899 -1.6810 1.2632
H -1.0512 -2.5466 0.7844
F -1.7188 -0.6593 -1.0364
C 0.3149 -0.0110 0.0555
C 0.6358 1.3160 -0.6279
H 0.1936 2.1432 -0.0786
I -0.6664 -1.3947 3.1886
F -1.8867 0.7539 0.5905
H 0.2553 1.3295 -1.6462
H 1.7136 1.4560 -0.6541
H 0.7081 0.0044 1.0717
C -1.1670 -0.2866 0.1346
*
```

Properties
E   -17796.8553 eV
E_LUMO   0.46 eV
Maximum force   0.084 hartree/bohr
Energy relative to the best compared isomer or geometry (same formula, charge and spin)   0.0 kJ/mol
E_HOMO   -9.52 eV


# 5
Entry from OMol25: an isolated molecule of C4H7F2NO at a distorted geometry (wB97M-V/def2-TZVPD).

```
! wB97M-V def2-TZVPD RIJCOSX def2/J DEFGRID3
* xyz 0 1
H 0.6435 1.5394 0.8223
H 2.8743 -1.1998 -0.8835
N 1.3069 -0.6301 0.4504
H 2.7532 0.5998 -0.5749
C -0.3196 0.8642 -0.6734
O 0.1892 1.9274 0.0704
F -2.1149 -0.7434 -0.6379
C 2.6536 -0.4133 -0.1253
H 3.4066 -0.4750 0.6952
C -1.0612 -0.2449 0.0124
H -0.6796 1.1508 -1.6656
C 0.2800 -0.5271 -0.5254
H 1.2409 -1.5282 0.9246
H 0.3005 -1.1411 -1.4318
F -1.2761 -0.1486 1.3344
*
```

Properties
E   -13232.4600 eV
E_LUMO   0.84 eV
Maximum force   0.030 hartree/bohr
Energy relative to the best compared isomer or geometry (same formula, charge and spin)   172.3 kJ/mol
E_HOMO   -9.31 eV


# 6
Entry from OMol25: an isolated molecule of C4H7F2NO at a distorted geometry (wB97M-V/def2-TZVPD).

```
! wB97M-V def2-TZVPD RIJCOSX def2/J DEFGRID3
* xyz 0 1
H 0.9512 -0.1306 -1.9826
H -0.7504 0.3740 -2.1723
C 1.4019 0.6715 0.9945
H 2.1217 0.7678 1.8100
H -2.2432 1.0172 0.6805
H -1.9411 -0.6179 0.4355
N -1.8706 0.3493 -0.1127
F -0.3220 -1.0268 1.6981
O -0.4491 -1.6420 -1.6052
C 0.2947 -0.1371 0.8749
C -0.0764 -0.3005 -1.5626
F 1.5170 1.7537 0.2411
H 0.2363 -2.2930 -2.2405
C -0.3406 0.3632 -0.2952
H -0.1208 1.4484 -0.4230
*
```

Properties
E   -13229.9395 eV
E_LUMO   0.57 eV
Maximum force   0.105 hartree/bohr
Energy relative to the best compared isomer or geometry (same formula, charge and spin)   415.5 kJ/mol
E_HOMO   -9.34 eV


# 7
Entry from OMol25: a cluster of 2 separate species, C4H7F3N2O in total at a distorted geometry (wB97M-V/def2-TZVPD).

```
! wB97M-V def2-TZVPD RIJCOSX def2/J DEFGRID3
* xyz 0 1
H -0.0401 -2.0882 -0.4401
H -0.4061 -2.0766 -2.1699
C 3.6796 -0.5615 -0.9412
O -2.9960 0.7776 1.6451
C 0.0594 -1.4971 -1.3618
C 2.1969 -0.5829 -0.6359
F 4.2339 -1.7816 -0.9115
F 4.3345 0.1911 -0.0492
C -0.7297 -0.2495 -1.1863
N -1.3094 0.7483 -1.1027
H 1.5639 -0.8323 -2.5660
N 1.4629 -1.2936 -1.6654
H -2.7873 1.2557 0.8289
F 3.9305 -0.0503 -2.1577
H 2.0732 -1.0955 0.3274
H 1.8814 0.4666 -0.5098
H -2.3109 0.0873 1.7276
*
```

Properties
E   -17441.6912 eV
E_LUMO   0.41 eV
Maximum force   0.022 hartree/bohr
Energy relative to the best compared isomer or geometry (same formula, charge and spin)   0.0 kJ/mol
E_HOMO   -10.67 eV


# 8
Entry from OMol25: an isolated molecule of C4H7FN2O at a distorted geometry (wB97M-V/def2-TZVPD).

```
! wB97M-V def2-TZVPD RIJCOSX def2/J DEFGRID3
* xyz 0 1
F 1.1387 -2.4777 -0.7535
O 0.4169 1.6472 -2.6188
H -2.2836 0.6433 1.9352
H -1.4143 -0.7738 2.6645
N -0.5003 0.1388 0.9904
H -0.2496 -1.9112 1.2301
H -0.8284 0.9353 2.9054
C -1.3054 0.2199 2.1883
C -0.0574 -1.0102 0.6372
N 0.7284 1.0655 -1.3718
C 0.7169 -1.2027 -0.5647
H 1.0846 2.3584 -2.6841
H 1.5332 -0.5595 -2.4001
H 0.0207 1.2181 -0.6521
C 0.9998 -0.2914 -1.5061
*
```

Properties
E   -12003.9176 eV
E_LUMO   0.63 eV
Maximum force   0.020 hartree/bohr
Energy relative to the best compared isomer or geometry (same formula, charge and spin)   302.9 kJ/mol
E_HOMO   -8.26 eV